Record 1
Entry from OMol25: a structure of composition C3H4LiNaO4 (wB97M-V/def2-TZVPD).

```
! wB97M-V def2-TZVPD RIJCOSX def2/J DEFGRID3
* xyz 1 2
O 1.86 1.29 -0.08
C 1.63 0.17 0.48
O 2.49 -0.71 0.58
Li 3.78 0.78 0.15
O 0.33 -0.09 0.74
C -0.50 -0.65 -0.27
C -1.97 -0.38 -0.08
H -0.11 -1.68 -0.38
H -1.29 -1.19 -1.22
H -2.59 -1.29 -0.06
H -2.56 0.12 0.70
Na 0.19 2.65 0.08
O -1.28 0.98 -0.66
*
```

## Properties
Frontier orbital gap (alpha / beta) (Ha): 0.3345 / 0.2867
HOMO energy (alpha / beta) (eV): -12.8 / -13.3

Löwdin population analysis, charges in e, atoms 1 to 8:
1. O -0.131
2. C -0.760
3. O 0.017
4. Li 0.868
5. O 0.024
6. C -0.201
7. C -0.129
8. H 0.175

Record 2
Entry from OMol25: the molecule C5H12N2O2 (wB97M-V/def2-TZVPD).

```
! wB97M-V def2-TZVPD RIJCOSX def2/J DEFGRID3
* xyz 0 1
C -0.03 -0.51 -0.24
C 0.01 -0.89 1.31
C -1.09 -1.71 1.54
C 0.75 -1.50 -1.08
H -1.07 -0.42 -0.57
H -0.13 0.26 1.71
H 0.98 -1.28 1.59
H -1.01 -2.71 1.95
H -2.09 -1.35 1.33
H 0.71 -1.21 -2.14
H 1.80 -1.49 -0.78
H 0.36 -2.51 -1.00
N -0.10 1.70 0.92
C 0.63 0.98 -0.27
N 0.06 1.62 -1.52
O -1.43 2.08 0.61
O 1.88 0.99 -0.11
H -1.38 2.20 -0.36
H 0.43 2.52 1.20
H -0.08 0.95 -2.26
H 0.76 2.28 -1.83
*
```

## Properties
Frontier orbital gap (alpha / beta) (Ha): 0.2189 / 0.2190
HOMO energy (alpha / beta) (eV): -7.9 / -7.9

Löwdin population analysis, charges in e, atoms 1 to 8:
1. C -0.251
2. C -0.190
3. C 0.186
4. C -0.057
5. H 0.125
6. H 0.175
7. H 0.128
8. H 0.090

Record 3
Entry from OMol25: the ion C5H14N3 with charge +1 (wB97M-V/def2-TZVPD).

```
! wB97M-V def2-TZVPD RIJCOSX def2/J DEFGRID3
* xyz 1 1
C 1.49 -0.83 0.45
C 0.15 -0.45 -0.34
C -2.34 -1.33 0.24
C -0.36 1.94 -0.24
C -2.14 0.15 0.03
N 2.67 0.06 0.57
N 3.67 -0.21 -0.15
N -0.73 0.53 0.22
H 1.07 -0.88 1.46
H 1.74 -1.77 -0.12
H 0.19 -0.30 -1.47
H -3.36 -1.39 0.57
H -2.21 -1.89 -0.65
H -1.65 -1.56 1.10
H -0.18 1.79 -1.36
H -1.10 2.68 -0.22
H 0.59 2.40 0.02
H -2.69 0.65 0.90
H -2.37 0.53 -0.93
H 3.66 -1.19 -0.57
H 4.34 0.44 -0.69
H -0.45 0.64 1.16
*
```

## Properties
Frontier orbital gap (alpha / beta) (Ha): 0.2308 / 0.3707
HOMO energy (alpha / beta) (eV): -11.2 / -13.2

Löwdin population analysis, charges in e, atoms 1 to 8:
1. C -0.191
2. C -0.030
3. C -0.050
4. C 0.030
5. C -0.175
6. N -0.080
7. N -0.008
8. N -0.195

Record 4
Entry from OMol25: the ion C5H12N with charge +1 (wB97M-V/def2-TZVPD).

```
! wB97M-V def2-TZVPD RIJCOSX def2/J DEFGRID3
* xyz 1 1
C 0.97 0.91 0.75
C 1.66 0.86 -0.58
C 0.36 -0.23 -0.03
C 0.69 -1.67 0.15
C -2.02 0.43 0.27
N -0.94 0.03 -0.67
H 1.56 0.63 1.62
H 0.35 1.77 0.95
H 1.36 1.53 -1.36
H 2.62 0.40 -0.67
H 0.79 -2.17 -0.82
H -0.09 -2.19 0.71
H 1.62 -1.80 0.69
H -1.92 -0.14 1.19
H -1.95 1.49 0.50
H -3.00 0.23 -0.17
H -0.85 0.76 -1.39
H -1.21 -0.84 -1.15
*
```

## Properties
SMILES: C[NH2+]C1(C)CC1
Frontier orbital gap (Ha): 0.3860
HOMO energy (eV): -13.8

Löwdin population analysis, charges in e, atoms 1 to 8:
1. C -0.119
2. C 0.038
3. C -0.369
4. C -0.021
5. C 0.015
6. N 0.048
7. H 0.123
8. H 0.108

Record 5
Entry from OMol25: a structure of composition C5H9Cl3FN2O7Pd (wB97M-V/def2-TZVPD).

```
! wB97M-V def2-TZVPD RIJCOSX def2/J DEFGRID3
* xyz -1 3
Pd -0.54 -1.38 0.86
Cl -2.80 -2.36 1.72
Cl 0.94 -2.17 3.01
Cl -1.02 -0.62 -1.55
C -2.94 2.69 0.34
N -2.89 1.57 1.30
O -3.98 1.18 1.74
O -1.81 0.98 1.41
H -3.38 2.11 -0.48
H -2.07 3.28 0.05
H -3.60 3.39 0.84
C -0.36 -4.34 -2.02
N -0.22 -4.35 -0.53
O -0.13 -3.27 0.03
O -0.31 -5.47 0.06
H -1.09 -5.14 -2.21
H 0.61 -4.70 -2.35
H -0.63 -3.34 -2.35
C 3.09 2.41 -0.82
C 2.82 2.96 0.47
O 2.33 1.95 1.20
C 1.93 0.99 0.42
O 1.21 0.10 0.76
O 2.30 1.22 -0.78
F 2.01 4.01 0.49
H 4.10 2.03 -0.96
H 2.73 2.99 -1.68
H 3.71 3.27 1.03
*
```

## Properties
Frontier orbital gap (alpha / beta) (Ha): 0.2592 / 0.2571
HOMO energy (alpha / beta) (eV): -4.8 / -4.9

Löwdin population analysis, charges in e, atoms 1 to 8:
1. Pd 0.558
2. Cl -0.359
3. Cl -0.460
4. Cl -0.324
5. C 0.025
6. N -0.417
7. O 0.044
8. O -0.033

Record 6
Entry from OMol25: the molecule C5H9N3S (wB97M-V/def2-TZVPD).

```
! wB97M-V def2-TZVPD RIJCOSX def2/J DEFGRID3
* xyz 0 1
C 1.32 1.07 0.07
C 0.96 -0.38 0.16
C 2.83 1.23 -0.18
C -0.98 -1.77 -0.34
C -2.65 0.47 0.23
N 0.56 2.01 -0.04
N -0.45 -0.50 0.15
N -1.26 0.38 0.68
S 2.02 -1.64 0.20
H 3.30 0.52 -0.75
H 3.24 1.10 0.88
H 3.11 2.29 -0.57
H -0.15 -2.57 0.00
H -1.92 -2.08 0.30
H -1.03 -1.61 -1.46
H -2.99 0.08 -0.68
H -3.21 -0.17 0.88
H -2.70 1.58 0.48
*
```

## Properties
Frontier orbital gap (alpha / beta) (Ha): 0.2785 / 0.2697
HOMO energy (alpha / beta) (eV): -7.8 / -8.5

Löwdin population analysis, charges in e, atoms 1 to 8:
1. C -0.498
2. C -0.681
3. C -0.097
4. C -0.075
5. C -0.106
6. N 0.238
7. N -0.260
8. N 0.008

Record 7
Entry from OMol25: the ion C4H8N6 with charge +2 (wB97M-V/def2-TZVPD).

```
! wB97M-V def2-TZVPD RIJCOSX def2/J DEFGRID3
* xyz 2 1
C 1.39 -2.73 -1.92
C 2.06 0.40 -0.75
C -0.49 -1.61 -0.82
C 2.24 -1.82 -1.52
N 0.19 -2.55 -1.34
N 2.43 -0.68 -1.22
N 0.77 0.36 0.11
N 0.56 1.37 1.01
N -0.36 -0.44 -0.19
N -1.60 0.21 0.29
H 1.58 -3.67 -2.45
H 2.66 1.37 -0.88
H -1.53 -1.90 -0.72
H 0.47 2.33 0.74
H 1.36 1.23 1.65
H -1.11 0.88 0.95
H -2.48 -0.28 0.72
H -2.27 0.60 -0.36
*
```

## Properties
SMILES: N/[N+]1=C/N=C=C/N=C\N1[NH3+]
Frontier orbital gap (Ha): 0.3215
HOMO energy (eV): -17.9

Löwdin population analysis, charges in e, atoms 1 to 8:
1. C -0.014
2. C 0.057
3. C -0.119
4. C 0.108
5. N 0.147
6. N 0.178
7. N -0.094
8. N 0.081

Record 8
Entry from OMol25: a structure of composition C21H33BaBr2NO5PS3 (wB97M-V/def2-TZVPD).

```
! wB97M-V def2-TZVPD RIJCOSX def2/J DEFGRID3
* xyz -2 2
Ba -1.50 0.51 -1.65
C -1.09 3.12 0.20
C -0.51 2.58 1.37
C -1.56 2.09 2.25
C -2.75 2.33 1.63
C -2.46 2.99 0.34
C -3.51 3.45 -0.62
C -4.12 2.00 2.10
C -1.29 1.43 3.57
C 0.94 2.57 1.72
C -0.37 3.77 -0.94
H -3.20 3.31 -1.66
H -3.72 4.51 -0.48
H -4.43 2.89 -0.49
H -4.11 1.50 3.06
H -4.62 1.34 1.38
H -4.74 2.90 2.19
H -0.66 0.55 3.45
H -2.21 1.12 4.05
H -0.76 2.10 4.25
H 1.27 1.55 1.97
H 1.11 3.18 2.61
H 1.56 2.93 0.91
H -0.97 3.76 -1.85
H 0.57 3.26 -1.18
H -0.13 4.82 -0.73
C 4.79 -3.08 -0.93
C 4.07 -1.77 -1.17
O 2.88 -2.06 -1.91
P 1.83 -0.89 -2.27
S 0.25 -1.79 -3.02
S 1.61 0.36 -0.75
O 2.63 -0.03 -3.39
C 2.66 -0.46 -4.75
C 3.37 0.62 -5.55
H 5.71 -2.90 -0.37
H 5.05 -3.55 -1.88
H 4.16 -3.75 -0.36
H 4.68 -1.07 -1.75
H 3.80 -1.29 -0.23
H 1.64 -0.60 -5.10
H 3.19 -1.42 -4.82
H 2.81 1.55 -5.46
H 3.41 0.33 -6.60
H 4.38 0.78 -5.18
Br -0.18 2.16 -4.33
C -2.20 1.98 -4.00
Br -4.54 -0.19 -1.04
H -2.49 1.41 -4.89
H -2.52 3.01 -4.19
N -1.82 -1.08 0.89
C -1.17 -2.07 1.69
C 0.12 -1.84 2.16
C 0.74 -2.76 2.98
C 0.10 -3.94 3.33
C -1.16 -4.20 2.82
C -1.80 -3.27 2.01
S 0.88 -5.09 4.48
O 2.30 -4.98 4.20
O 0.30 -6.39 4.16
O 0.50 -4.58 5.79
H -1.90 -0.21 1.41
H -2.77 -1.36 0.64
H 0.64 -0.94 1.84
H 1.74 -2.59 3.36
H -1.64 -5.14 3.08
H -2.80 -3.46 1.64
*
```

## Properties
Frontier orbital gap (alpha / beta) (Ha): 0.2543 / 0.2145
HOMO energy (alpha / beta) (eV): -3.1 / -3.1

Löwdin population analysis, charges in e, atoms 1 to 8:
1. Ba 1.199
2. C -0.306
3. C -0.174
4. C -0.230
5. C -0.205
6. C -0.236
7. C -0.053
8. C -0.046